Entry 1:
Molecular formula: C5H9N4
Method: DFT, ωB97M-V/def2-TZVPD

Structure (ORCA input):
```
! wB97M-V def2-TZVPD RIJCOSX def2/J DEFGRID3
* xyz 1 1
C -1.48 1.22 -0.31
C -1.42 -1.30 -0.27
C 1.29 1.29 0.15
C 1.26 -1.21 0.09
C -0.59 0.02 0.85
N -1.92 0.00 0.33
N -0.17 1.28 0.47
N -0.15 -1.19 0.43
N 1.91 -0.01 0.34
H -1.45 0.98 -1.45
H -2.09 2.14 -0.05
H -1.92 -2.27 0.05
H -1.52 -1.21 -1.29
H 1.33 1.60 -0.95
H 1.64 2.11 0.73
H 1.76 -1.98 0.62
H 1.17 -1.50 -0.93
H 2.34 0.03 1.20
*
```

Values from the calculation:
- frontier orbital gap (Ha) = 0.363
- ΔE to the lowest compared entry with this formula, charge and spin (eV) = 5.505
- electronic energy (Ha) = -414.53152

***

Entry 2:
Molecular formula: C7H14N2
Method: DFT, ωB97M-V/def2-TZVPD

Structure (ORCA input):
```
! wB97M-V def2-TZVPD RIJCOSX def2/J DEFGRID3
* xyz 0 1
C -0.16 -1.54 -0.10
C 2.29 -0.61 -0.43
C 0.82 -0.57 -0.84
C -0.65 -0.35 0.85
C 0.28 0.60 0.02
C -2.13 -0.15 0.77
C -0.58 1.69 -0.67
N 2.31 -0.01 0.89
N 1.39 1.11 0.90
H -0.78 -2.03 -0.82
H 0.53 -2.39 0.22
H 2.55 -1.58 -0.48
H 2.85 -0.11 -1.09
H 0.76 -0.35 -1.84
H -0.49 -0.29 1.97
H -2.54 -0.09 -0.19
H -2.35 0.70 1.26
H -2.77 -1.00 1.09
H -1.47 2.05 -0.26
H -0.73 1.38 -1.60
H 0.13 2.56 -0.83
H 2.16 -0.70 1.62
H 1.83 1.89 0.51
*
```

Values from the calculation:
- frontier orbital gap (Ha) = 0.365
- ΔE to the lowest compared entry with this formula, charge and spin (eV) = 3.384
- electronic energy (Ha) = -384.50752
- structure (SMILES) = C[C@H]1C[C@@H]2CNN[C@@]21C

***

Entry 3:
Molecular formula: C22H19BCl57O4S
Method: DFT, ωB97M-V/def2-TZVPD

Structure (ORCA input):
```
! wB97M-V def2-TZVPD RIJCOSX def2/J DEFGRID3
* xyz -1 1
C 2.85 -6.46 0.39
C 1.40 -7.15 0.83
O 0.72 -6.45 1.93
C -0.51 -5.78 1.49
C -0.20 -4.17 1.45
B -1.38 -3.25 0.78
S -3.04 -3.68 1.60
Cl -0.90 -1.45 1.15
C -1.52 -3.38 -0.85
O -0.60 -4.34 -1.49
C -0.16 -3.82 -2.82
O 0.82 -2.69 -2.69
C 2.05 -3.15 -2.01
C 3.18 -1.96 -1.82
O 4.17 -2.15 -2.90
H 3.51 -6.19 1.33
H 2.57 -5.47 -0.17
H 3.40 -7.17 -0.39
H 1.69 -8.23 1.23
H 0.77 -7.30 -0.14
H -1.31 -5.96 2.37
H -1.00 -6.22 0.52
H 0.87 -4.01 1.00
H -0.12 -3.82 2.59
H -3.22 -5.05 1.27
H -1.42 -2.29 -1.31
H -2.63 -3.73 -1.14
H -1.06 -3.38 -3.45
H 0.33 -4.66 -3.49
H 2.46 -4.09 -2.59
H 1.82 -3.55 -0.91
H 2.60 -0.93 -1.86
H 3.61 -2.06 -0.73
H 3.77 -1.68 -3.70
C -4.50 0.10 1.32
Cl -2.96 0.51 0.51
Cl -4.16 -0.55 2.94
Cl -5.50 1.57 1.47
Cl -5.37 -1.12 0.36
C 7.10 -2.62 0.19
Cl 6.49 -1.15 0.98
Cl 8.72 -3.00 0.84
Cl 6.00 -3.98 0.53
Cl 7.21 -2.36 -1.57
C -6.43 -4.71 -1.80
Cl -5.13 -4.41 -0.61
Cl -7.01 -6.38 -1.63
Cl -7.77 -3.58 -1.51
Cl -5.79 -4.46 -3.44
C 3.95 1.52 -5.46
Cl 3.33 2.99 -4.67
Cl 5.56 1.14 -4.81
Cl 2.84 0.16 -5.12
Cl 4.05 1.78 -7.21
C 5.64 3.36 -1.05
Cl 3.87 3.60 -1.09
Cl 6.01 1.62 -1.20
Cl 6.39 4.25 -2.39
Cl 6.28 3.96 0.50
C 1.78 7.12 -3.90
Cl 0.01 7.36 -3.95
Cl 2.15 5.39 -4.06
Cl 2.54 8.02 -5.24
Cl 2.42 7.73 -2.35
C 2.00 -4.57 5.15
Cl 0.24 -4.33 5.10
Cl 2.37 -6.30 4.99
Cl 2.76 -3.68 3.81
Cl 2.64 -3.97 6.70
C 0.97 9.27 1.46
Cl 0.06 9.57 -0.05
Cl 1.30 10.83 2.26
Cl 0.00 8.25 2.54
Cl 2.50 8.46 1.08
C -1.53 4.03 -5.94
Cl -2.14 5.51 -5.16
Cl 0.09 3.65 -5.30
Cl -2.63 2.68 -5.61
Cl -1.42 4.30 -7.70
C -8.85 4.51 1.18
Cl -8.94 4.55 -0.60
Cl -9.02 6.16 1.82
Cl -10.16 3.48 1.82
Cl -7.28 3.84 1.68
C -3.57 9.04 -2.78
Cl -3.56 10.07 -4.24
Cl -3.65 7.33 -3.26
Cl -2.08 9.32 -1.84
Cl -4.98 9.45 -1.78
C 5.33 10.25 3.79
Cl 4.72 11.73 4.57
Cl 6.95 9.87 4.43
Cl 4.23 8.90 4.12
Cl 5.44 10.52 2.03
C 1.74 -10.19 5.34
Cl 1.90 -11.95 5.13
Cl 3.34 -9.42 5.15
Cl 0.63 -9.55 4.11
Cl 1.10 -9.84 6.96
C -8.35 2.01 5.40
Cl -6.81 2.89 5.53
Cl -9.70 3.17 5.49
Cl -8.42 1.14 3.85
Cl -8.48 0.85 6.74
*
```

Values from the calculation:
- frontier orbital gap (Ha) = 0.224
- electronic energy (Ha) = -27804.38745

***

Entry 4:
Molecular formula: C6H10O2
Method: DFT, ωB97M-V/def2-TZVPD

Structure (ORCA input):
```
! wB97M-V def2-TZVPD RIJCOSX def2/J DEFGRID3
* xyz 0 1
C 1.53 0.48 -1.34
C 0.43 -0.33 -0.44
C 0.25 -1.75 -0.68
C -0.19 0.46 0.45
C -1.09 -0.33 1.41
C -0.09 1.92 0.62
H 2.52 -0.04 -0.30
H 1.26 2.01 -1.08
H 1.61 -0.04 -2.62
H -0.81 -1.98 -0.36
H 0.34 -2.03 -1.68
H 1.18 -2.29 -0.16
H -1.18 0.46 2.40
H -0.57 -1.41 1.65
H -2.71 0.62 0.50
H -0.92 2.54 1.21
O -2.39 -0.61 0.65
O 0.85 2.31 -0.23
*
```

Values from the calculation:
- frontier orbital gap (Ha) = 0.246
- ΔE to the lowest compared entry with this formula, charge and spin (eV) = 11.091
- electronic energy (Ha) = -384.69481

***

Entry 5:
Molecular formula: CH2OPS
Method: DFT, ωB97M-V/def2-TZVPD

Structure (ORCA input):
```
! wB97M-V def2-TZVPD RIJCOSX def2/J DEFGRID3
* xyz -1 1
C 2.12 -0.27 1.14
O 2.92 -1.05 0.87
P 0.44 0.13 -0.39
S 1.16 1.67 -1.34
H -0.16 0.80 0.71
H -0.91 -0.07 -0.96
*
```

Values from the calculation:
- frontier orbital gap (Ha) = 0.250
- ΔE to the lowest compared entry with this formula, charge and spin (eV) = 0.789
- electronic energy (Ha) = -854.09090

***

Entry 6:
Molecular formula: C4H8NO
Method: DFT, ωB97M-V/def2-TZVPD

Structure (ORCA input):
```
! wB97M-V def2-TZVPD RIJCOSX def2/J DEFGRID3
* xyz 1 1
C 0.13 -1.03 -1.28
C 0.71 1.40 -1.64
C 0.16 0.25 -0.97
C -0.07 -0.18 1.51
N -0.59 0.58 0.41
O 0.63 2.48 -1.09
H 0.56 -1.36 -2.21
H -0.43 -1.62 -0.68
H 1.06 1.17 -2.67
H -0.18 -1.22 1.42
H 0.96 0.12 1.55
H -0.68 0.11 2.46
H -0.40 1.62 0.43
H -1.65 0.39 0.48
*
```

Values from the calculation:
- frontier orbital gap (Ha) = 0.383
- ΔE to the lowest compared entry with this formula, charge and spin (eV) = 1.585
- electronic energy (Ha) = -286.88424
- structure (SMILES) = C=C(C=O)[NH2+]C

***

Entry 7:
Molecular formula: C23H29N3O6S
Method: DFT, ωB97M-V/def2-TZVPD

Structure (ORCA input):
```
! wB97M-V def2-TZVPD RIJCOSX def2/J DEFGRID3
* xyz 0 1
C -1.27 3.33 3.95
H -0.40 3.57 3.33
O -1.32 1.96 4.28
C -1.43 1.06 3.28
C -1.44 1.36 1.92
C -1.58 0.35 0.99
C -1.70 -0.97 1.38
C -1.66 -1.28 2.74
C -1.54 -0.28 3.68
H -1.52 -0.51 4.73
H -1.73 -2.31 3.04
C -1.74 -2.07 0.39
O -1.16 -3.14 0.56
N -2.44 -1.82 -0.75
H -2.85 -0.91 -0.87
C -2.28 -2.63 -1.95
C -3.53 -2.60 -2.84
C -3.96 -1.19 -3.24
H -4.79 -1.25 -3.94
H -4.31 -0.62 -2.37
H -3.14 -0.66 -3.71
C -3.26 -3.44 -4.09
H -2.94 -4.45 -3.82
H -4.16 -3.52 -4.69
H -2.48 -2.98 -4.69
H -4.34 -3.07 -2.27
H -2.11 -3.66 -1.62
C -0.99 -2.07 -2.57
O -0.94 -1.27 -3.47
N 0.11 -2.50 -1.87
C 1.27 -1.76 -1.63
C 1.67 -0.70 -2.44
C 2.73 0.09 -2.05
C 3.40 -0.19 -0.87
C 3.06 -1.29 -0.10
C 2.00 -2.08 -0.48
H 1.69 -2.91 0.13
H 3.63 -1.49 0.79
S 4.54 1.01 -0.20
O 5.43 0.37 0.72
O 5.08 1.83 -1.25
N 3.53 1.99 0.71
C 2.60 2.80 -0.05
H 3.15 3.25 -0.87
C 2.03 3.87 0.89
H 1.26 4.45 0.39
O 1.42 3.28 2.02
C 2.33 2.48 2.74
H 1.77 2.06 3.58
C 2.91 1.38 1.86
H 3.69 0.82 2.39
H 2.10 0.69 1.56
H 3.15 3.11 3.12
H 2.85 4.53 1.22
H 1.77 2.19 -0.44
H 3.05 0.94 -2.64
H 1.13 -0.48 -3.35
H -0.08 -3.18 -1.13
H -1.55 0.62 -0.06
H -1.32 2.38 1.59
H -1.19 3.85 4.91
H -2.19 3.65 3.45
*
```

Values from the calculation:
- frontier orbital gap (Ha) = 0.347
- ΔE to the lowest compared entry with this formula, charge and spin (eV) = 0.964
- electronic energy (Ha) = -1907.76224
- structure (SMILES) = COc1ccc(C(=O)N[C@H](C(=O)Nc2ccc(S(=O)(=O)N3CCOCC3)cc2)C(C)C)cc1

***

Entry 8:
Molecular formula: C4H6O2
Method: DFT, ωB97M-V/def2-TZVPD

Structure (ORCA input):
```
! wB97M-V def2-TZVPD RIJCOSX def2/J DEFGRID3
* xyz 0 1
O 1.51 -0.84 1.09
C 0.59 -0.30 0.53
C -0.91 -0.60 0.46
C -1.08 0.86 -0.01
O -2.04 1.55 -0.21
C 0.44 1.09 -0.10
H 1.44 -1.44 -0.92
H 0.96 -1.25 -1.45
H -1.31 -0.85 1.44
H -1.26 -1.34 -0.27
H 0.81 1.25 -1.12
H 0.86 1.87 0.55
*
```

Values from the calculation:
- frontier orbital gap (Ha) = 0.365
- ΔE to the lowest compared entry with this formula, charge and spin (eV) = 2.712
- electronic energy (Ha) = -306.40662
- structure (SMILES) = O=C1CC(=O)C1.[H][H]

***

Entry 9:
Molecular formula: C5H9N3
Method: DFT, ωB97M-V/def2-TZVPD

Structure (ORCA input):
```
! wB97M-V def2-TZVPD RIJCOSX def2/J DEFGRID3
* xyz 0 1
C 0.63 -2.38 0.63
C 1.34 -0.04 -0.14
C 0.14 2.17 -0.77
C -1.35 1.49 -1.13
C -2.35 1.17 -1.79
H 1.45 -2.80 1.45
H 1.19 -3.11 -0.22
H -0.40 -2.78 0.51
H -1.35 -0.25 1.00
H -0.01 0.41 2.35
H 2.29 -0.40 -0.41
H 0.04 2.56 0.38
H 0.25 2.95 -1.62
H -3.44 1.05 -1.94
N 0.72 -0.81 0.80
N -0.43 -0.34 1.56
N 1.27 1.12 -0.65
*
```

Values from the calculation:
- frontier orbital gap (Ha) = 0.352
- ΔE to the lowest compared entry with this formula, charge and spin (eV) = 8.062
- electronic energy (Ha) = -359.90101
- structure (SMILES) = C#CC/N=C\N(C)N

***

Entry 10:
Molecular formula: C4H9NO
Method: DFT, ωB97M-V/def2-TZVPD

Structure (ORCA input):
```
! wB97M-V def2-TZVPD RIJCOSX def2/J DEFGRID3
* xyz 0 1
C -1.22 0.16 0.91
C -0.15 -0.33 -0.11
C -0.72 -0.33 -1.52
N 0.97 0.60 -0.01
C 2.16 0.16 0.56
O 2.41 -1.00 0.81
H -2.06 -0.52 0.84
H -1.62 1.18 0.69
H -0.88 0.18 1.95
H 0.22 -1.32 0.19
H 0.00 -0.66 -2.28
H -1.05 0.68 -1.79
H -1.59 -0.99 -1.55
H 0.47 1.29 0.54
H 2.90 0.96 0.74
*
```

Values from the calculation:
- frontier orbital gap (Ha) = 0.401
- ΔE to the lowest compared entry with this formula, charge and spin (eV) = 0.993
- electronic energy (Ha) = -287.79598
- structure (SMILES) = CC(C)NC=O

***

Entry 11:
Molecular formula: C7H9N3O2
Method: DFT, ωB97M-V/def2-TZVPD

Structure (ORCA input):
```
! wB97M-V def2-TZVPD RIJCOSX def2/J DEFGRID3
* xyz 0 1
C 2.60 1.20 2.46
C 2.81 0.37 1.38
C 1.28 1.73 2.73
C 1.76 0.15 0.51
C 0.26 1.48 1.79
C 0.46 0.70 0.63
C -0.58 0.32 -0.28
N -0.52 0.27 -1.54
N -2.55 -0.74 -3.19
N -1.82 -0.23 0.48
O -2.84 -0.29 -0.21
O -1.80 -0.56 1.65
H 3.22 1.28 3.27
H 3.71 -0.21 1.30
H 1.10 2.39 3.55
H 1.94 -0.60 -0.24
H -0.65 1.90 1.89
H -1.50 0.06 -1.82
H -2.54 -0.16 -4.03
H -2.78 -1.81 -3.51
H -3.51 -0.65 -2.75
*
```

Values from the calculation:
- frontier orbital gap (Ha) = 0.330
- ΔE to the lowest compared entry with this formula, charge and spin (eV) = 4.904
- electronic energy (Ha) = -586.74019
- structure (SMILES) = [H]/N=C(/c1ccccc1)[N+](=O)[O-].N

***

Entry 12:
Molecular formula: CH4BCl
Method: DFT, ωB97M-V/def2-TZVPD

Structure (ORCA input):
```
! wB97M-V def2-TZVPD RIJCOSX def2/J DEFGRID3
* xyz 0 1
B 0.54 1.14 0.65
C 0.00 -1.27 -0.33
Cl 1.31 -0.19 -0.15
H -0.52 1.41 0.40
H 1.14 1.73 1.49
H -0.58 -0.72 0.45
H -0.40 -1.39 -1.32
*
```

Values from the calculation:
- frontier orbital gap (Ha) = 0.263
- ΔE to the lowest compared entry with this formula, charge and spin (eV) = 5.296
- electronic energy (Ha) = -525.35755

***

Entry 13:
Molecular formula: CH2N4O2
Method: DFT, ωB97M-V/def2-TZVPD

Structure (ORCA input):
```
! wB97M-V def2-TZVPD RIJCOSX def2/J DEFGRID3
* xyz 0 1
C 0.41 0.82 0.08
H 1.74 -1.61 1.11
H 1.99 -1.41 -0.51
N 1.21 -1.53 0.13
N 0.31 -0.63 -0.16
N -1.09 -1.08 -0.14
N -1.78 -0.12 -0.09
O -0.93 1.14 0.28
O 1.34 1.55 -0.19
*
```

Values from the calculation:
- frontier orbital gap (Ha) = 0.394
- ΔE to the lowest compared entry with this formula, charge and spin (eV) = 2.982
- electronic energy (Ha) = -408.67595
- structure (SMILES) = Nn1nnoc1=O

***

Entry 14:
Molecular formula: C15H18Cl2N3O5S
Method: DFT, ωB97M-V/def2-TZVPD

Structure (ORCA input):
```
! wB97M-V def2-TZVPD RIJCOSX def2/J DEFGRID3
* xyz -1 1
C -4.22 2.92 -0.56
O -3.71 1.80 0.18
C -2.71 2.11 1.03
N -2.33 0.85 1.64
N -1.46 0.99 2.55
C -1.14 -0.17 3.23
C -0.23 0.18 4.38
C -1.63 -1.42 2.85
C -0.78 -2.61 3.06
O -0.01 -2.67 4.06
N -0.85 -3.73 2.26
C 0.00 -4.86 2.55
C -1.41 -3.80 0.92
O -2.25 3.21 1.21
H -5.09 2.54 -1.10
H -4.49 3.75 0.10
H -3.46 3.28 -1.25
H 0.37 -0.69 4.67
H 0.45 0.97 4.02
H -0.78 0.60 5.25
H -2.39 -1.46 2.07
H 0.54 -4.69 3.49
H -0.64 -5.73 2.63
H 0.71 -5.03 1.73
H -1.92 -2.88 0.62
H -0.61 -3.99 0.18
H -2.10 -4.64 0.88
Cl -10.25 2.43 8.74
C -8.75 1.93 8.07
C -8.13 2.70 7.08
C -6.90 2.30 6.55
C -6.30 1.12 7.00
S -4.63 0.64 6.36
C -4.70 -0.53 5.01
Cl -4.35 -0.09 3.43
O -4.06 1.87 5.85
O -4.01 -0.03 7.48
C -6.90 0.37 8.02
C -8.13 0.77 8.55
H -8.62 3.60 6.72
H -6.43 2.91 5.78
H -5.61 -1.13 5.07
H -6.42 -0.53 8.40
H -8.61 0.18 9.33
*
```

Values from the calculation:
- frontier orbital gap (Ha) = 0.155
- ΔE to the lowest compared entry with this formula, charge and spin (eV) = 0.364
- electronic energy (Ha) = -2441.33153

***

Entry 15:
Molecular formula: C23H34GeN3PdSbSe
Method: DFT, ωB97M-V/def2-TZVPD

Structure (ORCA input):
```
! wB97M-V def2-TZVPD RIJCOSX def2/J DEFGRID3
* xyz 2 3
Pd -0.39 -0.66 0.24
C 2.26 -2.27 3.55
C 1.40 -3.12 4.23
C 0.10 -3.25 3.79
C -0.32 -2.54 2.68
N 0.52 -1.72 2.02
C 1.77 -1.59 2.45
C -1.73 -2.62 2.15
C -2.74 -3.34 2.76
C -4.00 -3.32 2.18
C -4.22 -2.61 1.01
C -3.16 -1.92 0.44
N -1.96 -1.94 1.03
C -3.25 -1.13 -0.83
C -4.36 -1.19 -1.65
C -4.38 -0.43 -2.81
C -3.30 0.36 -3.12
C -2.21 0.36 -2.26
N -2.18 -0.37 -1.14
H 3.29 -2.13 3.87
H 1.75 -3.67 5.09
H -0.58 -3.92 4.30
H 2.40 -0.91 1.88
H -2.58 -3.89 3.67
H -4.82 -3.86 2.64
H -5.20 -2.59 0.56
H -5.20 -1.82 -1.40
H -5.24 -0.47 -3.47
H -3.27 0.97 -4.01
H -1.33 0.94 -2.47
C 0.60 2.09 3.07
Sb -0.64 1.65 1.42
C -2.57 1.73 2.26
C -0.56 3.42 0.28
H 0.29 3.06 3.47
H 1.64 2.14 2.77
H 0.47 1.32 3.84
H -2.69 2.70 2.75
H -2.70 0.93 2.99
H -3.32 1.63 1.47
H -0.80 4.25 0.94
H -1.29 3.37 -0.52
H 0.43 3.56 -0.14
C 3.49 0.76 -4.34
Ge 3.28 1.94 -2.83
C 4.89 2.94 -2.48
C 1.72 3.09 -3.01
C 2.90 0.85 -1.22
Se 1.38 -0.34 -1.52
C 2.27 -2.06 -1.26
H 3.60 1.35 -5.25
H 2.64 0.10 -4.47
H 4.39 0.16 -4.21
H 5.11 3.57 -3.34
H 5.73 2.27 -2.32
H 4.79 3.59 -1.60
H 1.64 3.50 -4.02
H 1.78 3.92 -2.31
H 0.80 2.53 -2.81
H 2.65 1.49 -0.38
H 3.74 0.22 -0.94
H 2.92 -2.23 -2.12
H 1.51 -2.83 -1.22
H 2.84 -2.04 -0.34
*
```

Values from the calculation:
- frontier orbital gap (alpha / beta) (Ha) = 0.279 / 0.255
- ΔE to the lowest compared entry with this formula, charge and spin (eV) = 0.000
- electronic energy (Ha) = -5907.06065

***

Entry 16:
Molecular formula: C4H6O2
Method: DFT, ωB97M-V/def2-TZVPD

Structure (ORCA input):
```
! wB97M-V def2-TZVPD RIJCOSX def2/J DEFGRID3
* xyz 0 1
C -1.10 -0.41 -0.51
C 0.40 -0.33 -0.38
C 0.58 1.17 -0.35
O 1.22 1.80 -1.16
C 0.72 -0.75 1.02
O -0.19 -0.83 1.83
H -1.37 -0.51 -1.60
H -1.21 -0.95 0.76
H -1.64 0.46 -0.15
H 1.04 -0.77 -1.16
H -0.02 1.64 0.46
H 1.75 -0.85 1.37
*
```

Values from the calculation:
- frontier orbital gap (Ha) = 0.353
- ΔE to the lowest compared entry with this formula, charge and spin (eV) = 3.300
- electronic energy (Ha) = -306.38502

***

Entry 17:
Molecular formula: C6H14N2O2
Method: DFT, ωB97M-V/def2-TZVPD

Structure (ORCA input):
```
! wB97M-V def2-TZVPD RIJCOSX def2/J DEFGRID3
* xyz 0 1
C -0.26 0.35 3.27
C -1.59 1.63 0.00
C -0.96 1.26 2.30
O -1.27 2.40 2.59
N -1.18 0.76 1.06
H 0.33 -0.47 2.88
H -0.91 -0.09 4.03
H -0.94 -0.18 0.82
H -1.50 1.10 -0.94
H 0.40 0.98 3.85
H -2.55 2.06 0.06
H -0.96 2.51 -0.13
C -0.84 -1.09 -2.31
C 2.68 -0.92 -1.03
C 1.40 -1.53 -1.50
O 1.00 -2.58 -1.02
N 0.59 -0.76 -2.28
H 0.82 0.22 -2.32
H -0.87 -2.17 -2.35
H 2.63 -0.05 -0.36
H -1.32 -0.79 -1.38
H -1.33 -0.46 -3.04
H 3.25 -1.61 -0.41
H 3.39 -0.57 -1.78
*
```

Values from the calculation:
- frontier orbital gap (Ha) = 0.383
- ΔE to the lowest compared entry with this formula, charge and spin (eV) = 1.077
- electronic energy (Ha) = -497.01797
- structure (SMILES) = CNC(C)=O.CNC(C)=O